[1]
Here is a structure of composition C24H27F6NO2P2Sm from OMol25. Energies are from the ωB97M-V functional and the def2-TZVPD basis.

Calculated values
2S+1: 6
electronic energy: -83693.33004 eV
E_HOMO (alpha / beta): -10.601 / -10.659 eV
charge: +1
⟨S²⟩: 8.81
molecular weight: 687.78 g/mol
HOMO-LUMO gap (alpha / beta): 6.60 / 6.67 eV
maximum force: 3.07 eV Å⁻¹

The geometry in XYZ format:
```
63
Properties=species:S:1:pos:R:3:mulliken_spin:R:1
C -1.0470 1.1872 -4.4467 0.00
C -1.0358 1.3168 -3.0646 0.00
C -1.9663 0.6015 -2.2515 0.00
C -2.9268 -0.2493 -2.9148 0.00
C -2.8513 -0.4232 -4.3268 0.00
C -1.9199 0.2869 -5.0892 0.00
C -3.9127 -0.8531 -2.1092 0.00
C -3.9830 -0.5885 -0.7275 0.00
C -2.9890 0.3000 -0.1505 0.00
C -3.0947 0.6407 1.2341 0.00
C -4.0406 0.0112 2.0233 0.00
C -4.9325 -0.9498 1.5096 0.00
C -4.9212 -1.2121 0.1437 0.00
H -0.3735 1.7782 -5.0758 0.00
H -3.6325 -1.0214 -4.8138 0.00
H -1.8957 0.1660 -6.1744 0.00
H -4.6744 -1.5077 -2.5647 0.00
H -4.1230 0.2595 3.0936 0.00
H -5.6703 -1.4583 2.1618 0.00
H -5.6757 -1.8572 -0.3232 0.00
N -1.8781 0.6469 -0.8820 0.00
Sm 0.4891 -0.9264 0.0089 5.16
C 0.0255 2.2042 -2.4862 0.00
H -0.4212 2.8708 -1.7266 0.00
H 0.4768 2.8326 -3.2731 0.00
C -2.0997 1.5406 1.9319 0.00
H -1.9305 2.4244 1.3021 0.00
H -2.4824 1.8224 2.9220 0.00
P 1.3216 1.1796 -1.6503 -0.01
P -0.4877 0.6936 2.1282 -0.01
C -0.8741 -0.3421 3.5989 0.00
H 0.0766 -0.7627 3.9617 0.00
H -1.3121 0.2986 4.3731 0.00
H -1.5682 -1.1388 3.2985 0.00
C 0.6567 1.9409 2.7813 0.00
H 0.2955 2.3608 3.7101 0.00
H 1.6153 1.4544 2.9634 0.00
H 0.7886 2.7203 2.0248 0.00
C 2.1358 0.6293 -3.1972 0.00
H 2.4031 1.4785 -3.8473 0.00
H 3.0489 0.0707 -2.9521 0.00
H 1.5165 -0.0941 -3.7507 0.00
C 2.4883 2.4602 -1.1989 0.00
H 3.3277 2.0049 -0.6734 0.00
H 2.8573 3.0288 -2.0421 0.00
H 2.0278 3.1230 -0.4642 0.00
C -0.8744 -2.9297 1.0610 -0.04
O -1.2383 -3.8664 1.6562 -0.01
H -1.3507 -2.2315 -0.2400 -0.07
C 4.0244 -3.0469 1.4668 0.00
C 3.6545 -1.5857 1.5495 0.00
O 2.3759 -1.3241 0.9782 0.00
C 3.5821 -1.0731 3.0157 0.00
F 4.6945 -1.4036 3.7156 0.00
F 3.4195 0.2545 3.2106 0.00
F 2.5150 -1.6815 3.6102 0.00
C 4.7389 -0.6685 0.8422 0.00
F 6.0185 -0.9654 1.1858 0.00
F 4.6292 -0.8429 -0.5056 0.00
F 4.5999 0.6556 1.0812 0.00
H 3.2744 -3.6502 1.9858 0.00
H 5.0046 -3.2145 1.9643 0.00
H 4.1006 -3.3748 0.4280 0.00
```

---

[2]
Here is the ion C5H8ClN2 with charge +1 from OMol25. Energies are from the ωB97M-V functional and the def2-TZVPD basis.

Calculated values
SMILES: Cc1[nH+]c(Cl)cn1C
electronic energy: -20809.33094 eV
E_HOMO: -12.965 eV
charge: +1
molecular weight: 131.59 g/mol
HOMO-LUMO gap: 9.70 eV
maximum force: 9.42 eV Å⁻¹

The geometry in XYZ format:
```
16
Properties=species:S:1:pos:R:3:mulliken_charge:R:1
C 1.0258 1.6070 -0.0177 -1.17
C 0.0015 0.6747 0.0268 0.60
N -1.2947 0.9772 -0.0555 -0.05
C -2.1038 -0.1284 0.0065 -0.01
Cl -3.8044 -0.0958 -0.0172 -0.10
C -1.0721 -1.3342 -0.0511 -0.23
N 0.0944 -0.6632 0.0005 0.07
C 1.3656 -1.4482 0.0139 -0.85
H 1.0999 2.1036 -1.0618 0.30
H 0.9039 2.4869 0.7405 0.35
H 2.1147 1.1150 0.1466 0.27
H -1.6567 1.8920 0.2281 0.34
H -1.2387 -2.3397 -0.0394 0.47
H 1.0254 -2.4377 -0.5001 0.28
H 2.0851 -0.7649 -0.4836 0.34
H 1.4541 -1.6445 1.0634 0.38
```

---

[3]
Here is an isolated molecule of C4H6O2 from OMol25. Energies are from the ωB97M-V functional and the def2-TZVPD basis.

Calculated values
SMILES: O=C1CCOC1
electronic energy: -8338.60310 eV
E_HOMO: -9.494 eV
molecular weight: 86.09 g/mol
HOMO-LUMO gap: 10.35 eV
maximum force: 2.61 eV Å⁻¹

The geometry in XYZ format:
```
12
Properties=species:S:1:pos:R:3:mulliken_charge:R:1
O -1.3395 -1.9286 -0.3299 -0.57
C -0.7039 -0.9174 -0.1509 0.45
C 0.1510 -0.4687 0.9820 -0.52
C 1.0781 0.5439 0.3290 -0.33
O 0.0409 1.3306 -0.2984 -0.40
C -0.7107 0.3500 -1.0257 -0.37
H 0.4890 -1.2077 1.7186 0.38
H -0.5120 0.4440 1.2175 0.27
H 1.6181 1.1332 1.0754 0.26
H 1.7662 0.2104 -0.4553 0.26
H -0.1889 0.1792 -1.9715 0.29
H -1.7329 0.6919 -1.2053 0.28
```

---

[4]
Here is a structure of composition C10H36HfN18O12 from OMol25. Energies are from the ωB97M-V functional and the def2-TZVPD basis.

Calculated values
electronic energy: -63645.33523 eV
E_HOMO: -12.897 eV
charge: +2
molecular weight: 779.00 g/mol
HOMO-LUMO gap: 4.72 eV
maximum force: 12.88 eV Å⁻¹

The geometry in XYZ format:
```
77
Properties=species:S:1:pos:R:3:mulliken_charge:R:1
Hf 0.9526 0.6436 -1.9474 2.88
C -0.6754 0.5029 0.1807 0.52
O -0.3829 1.6275 -0.3975 -0.90
O -0.9969 -0.2275 -0.8776 -0.43
O 0.5425 0.1705 0.3969 0.61
C -0.2594 -2.9379 2.2653 0.40
O -0.9602 -3.1099 1.2621 -0.70
N 0.7282 -2.0520 2.3341 0.02
N -0.4420 -3.7178 3.3554 -0.44
H 0.7703 -1.3561 1.6080 -0.10
H 1.1647 -1.9402 3.2337 0.25
H 0.2184 -3.6572 4.1104 0.18
H -1.0096 -4.5237 3.1521 0.29
C 4.0869 0.0787 -0.2350 0.53
O 3.1074 0.2253 -0.9740 -0.59
N 5.3275 0.3999 -0.6360 -0.46
N 4.0113 -0.3841 1.0305 -0.19
H 5.4531 0.7042 -1.5865 0.25
H 5.8392 0.7757 0.1474 0.21
H 4.7415 -0.3367 1.7188 0.24
H 3.0718 -0.6615 1.2783 0.01
C 1.5055 -2.9227 -1.6841 0.50
O 1.2863 -1.7071 -1.8023 -0.59
N 1.1546 -3.7015 -0.6480 -0.18
N 2.2327 -3.6077 -2.5956 -0.47
H 0.5041 -3.4348 0.0857 0.07
H 1.3571 -4.6791 -0.7550 0.21
H 2.3216 -4.6063 -2.5448 0.18
H 2.4618 -3.1411 -3.4573 0.23
C -1.0734 -0.3215 -4.7278 0.67
O -0.4906 -0.0212 -3.6642 -1.09
N -1.9021 -1.3558 -4.7713 -0.32
N -1.1785 0.4918 -5.7915 -0.43
H -2.4747 -1.5027 -5.5841 0.23
H -2.0341 -1.8975 -3.9267 0.14
H -1.9472 0.3803 -6.4279 0.19
H -0.5309 1.2584 -5.8614 0.20
C 2.4476 3.6505 -0.5512 0.72
O 2.0865 2.7133 -1.2828 -0.82
N 2.4070 4.9438 -0.9014 -0.43
N 2.8207 3.4596 0.7097 -0.30
H 2.6273 5.7065 -0.2870 0.18
H 2.1976 5.1117 -1.8731 0.23
H 2.6410 2.5265 1.0517 0.15
H 3.0258 4.2497 1.2941 0.22
C -2.2790 4.8996 0.2833 0.55
O -2.3319 6.0982 0.5302 -0.67
N -3.2547 4.1964 -0.3414 -0.29
N -1.1522 4.1868 0.5233 -0.20
H -4.1442 4.5547 -0.6307 0.20
H -3.0059 3.2213 -0.3084 0.17
H -1.1382 3.1832 0.4820 0.17
H -0.3637 4.5818 1.0012 0.14
C 2.4571 0.6118 3.8892 0.51
O 2.5575 -0.5935 3.7139 -0.72
N 1.8633 1.4413 3.0098 -0.16
N 3.1044 1.2883 4.8757 -0.42
H 1.4082 0.9935 2.2259 -0.17
H 1.5915 2.3561 3.3262 0.28
H 2.8194 2.2390 5.0276 0.15
H 3.6617 0.7883 5.5469 0.27
C -4.0525 -0.0399 2.0149 0.68
O -3.6867 1.0847 1.7301 -0.62
N -4.9654 -0.4207 2.9469 -0.43
N -3.5881 -1.0945 1.3259 -0.10
H -5.5953 0.2837 3.2926 0.25
H -4.9624 -1.3514 3.3192 0.18
H -2.8112 -0.9448 0.7067 -0.30
H -4.1359 -1.9363 1.3447 0.26
C -3.5487 -2.9099 -1.8789 0.56
O -4.4638 -3.3744 -2.5370 -0.69
N -2.6720 -3.5827 -1.1051 -0.21
N -3.2440 -1.5855 -1.9822 -0.01
H -1.9687 -3.1773 -0.5053 0.15
H -2.5481 -4.5721 -1.2445 0.25
H -3.9000 -0.9795 -2.4428 0.22
H -2.3847 -1.2634 -1.5633 -0.06
```

---

Computed relative energy (zero: lowest compared OMol25 entry of this formula, charge and spin) (kcal/mol) in order:
0.00; 31.40; 42.85; 156.97